Entry 1:
C31H28FKNP2S | ωB97M-V/def2-TZVPD

The geometry in ORCA input format:
```
! wB97M-V def2-TZVPD RIJCOSX def2/J DEFGRID3
* xyz -1 1
K -0.121 3.497 1.723
S 1.015 3.304 4.680
C 2.357 2.723 3.701
C 3.619 2.395 4.273
C 4.643 1.890 3.506
C 4.459 1.698 2.133
C 3.225 2.046 1.630
N 2.207 2.537 2.360
H 3.740 2.550 5.338
H 5.591 1.640 3.971
H 5.234 1.299 1.491
H 3.022 1.919 0.566
C -1.332 0.005 -0.372
C -0.468 1.264 -0.353
P 0.238 1.844 -1.966
C 0.957 0.237 -2.541
C 0.254 -0.815 -3.137
C 0.866 -2.035 -3.408
C 2.203 -2.234 -3.080
C 2.921 -1.201 -2.492
C 2.305 0.024 -2.238
C -1.277 2.076 -2.959
C -2.319 2.796 -2.358
C -3.465 3.090 -3.093
C -3.584 2.691 -4.422
C -2.537 2.004 -5.028
C -1.390 1.704 -4.300
P -1.894 -0.424 1.325
C -0.256 -0.749 2.095
C 0.700 -1.597 1.518
C 1.954 -1.744 2.091
C 2.276 -1.043 3.258
C 1.338 -0.212 3.843
C 0.076 -0.064 3.259
C -2.490 -2.147 1.078
C -2.815 -2.668 -0.172
C -3.309 -3.968 -0.306
C -3.478 -4.768 0.813
C -3.154 -4.262 2.070
C -2.674 -2.967 2.199
H -0.762 -0.834 -0.770
H -2.204 0.157 -1.016
H 0.419 1.087 0.269
H -1.023 2.121 0.061
H -0.798 -0.691 -3.370
H 0.291 -2.836 -3.860
H 2.679 -3.188 -3.282
H 3.963 -1.343 -2.230
H 2.879 0.825 -1.785
H -2.198 3.183 -1.333
H -4.263 3.651 -2.620
H -4.480 2.923 -4.985
H -2.610 1.702 -6.067
H -0.577 1.179 -4.791
H 0.461 -2.141 0.609
H 2.690 -2.390 1.626
H 3.265 -1.135 3.692
H 1.584 0.369 4.725
H -0.625 0.637 3.705
H -2.679 -2.064 -1.061
H -3.552 -4.350 -1.291
H -3.858 -5.779 0.710
H -3.276 -4.881 2.953
H -2.421 -2.587 3.184
F -1.542 4.045 0.228
*
```

Values from the calculation:
Energy above the lowest of the compared OMol25 structures with the same formula, charge and spin   0.6 kcal per mole

Entry 2:
C25H56BNNbO12S5 | ωB97M-V/def2-TZVPD

The geometry in ORCA input format:
```
! wB97M-V def2-TZVPD RIJCOSX def2/J DEFGRID3
* xyz -1 1
C 0.577 -0.454 3.578
C -0.056 -0.471 2.066
B 0.506 0.777 1.095
O 0.294 0.546 -0.377
Nb 1.473 2.684 1.920
C 2.902 2.909 0.160
C 3.737 4.350 0.277
C 2.771 5.643 0.565
N 1.583 6.086 -0.260
O 3.053 6.401 1.660
H 1.725 -0.713 3.604
H 0.017 -1.292 4.218
H 0.414 0.549 4.159
H -1.241 -0.453 2.167
H 0.192 -1.534 1.591
H -0.632 0.943 -0.550
H 2.617 1.625 2.842
H 2.207 4.109 2.828
H 0.309 3.784 1.007
H 0.214 2.634 3.267
H 2.378 2.943 -0.897
H 3.754 2.074 0.143
H 4.437 4.481 -0.653
H 4.428 4.221 1.237
H 0.672 5.868 0.239
H 1.614 7.146 -0.245
C -3.981 7.467 0.063
C -4.593 6.384 0.950
C -3.519 5.324 1.187
S -1.949 6.168 1.070
O -1.239 5.661 -0.086
O -1.344 6.235 2.385
C -2.617 7.770 0.664
H -4.609 8.361 0.021
H -3.865 7.086 -0.959
H -4.894 6.825 1.908
H -5.487 5.946 0.495
H -3.614 4.869 2.177
H -3.545 4.548 0.417
H -1.949 8.289 -0.026
H -2.713 8.338 1.594
C 3.370 -3.581 -2.349
C 2.291 -2.524 -2.581
C 2.648 -1.309 -1.727
S 4.426 -1.329 -1.548
O 4.746 -1.558 -0.154
O 4.993 -0.230 -2.303
C 4.697 -2.844 -2.446
H 3.307 -4.393 -3.080
H 3.254 -4.015 -1.349
H 2.281 -2.240 -3.641
H 1.295 -2.902 -2.333
H 2.342 -0.376 -2.206
H 2.206 -1.378 -0.729
H 5.529 -3.396 -2.005
H 4.927 -2.581 -3.483
C -1.608 6.293 6.305
C -0.601 5.878 7.376
C -0.809 4.390 7.651
S -1.456 3.689 6.140
O -2.808 3.234 6.386
O -0.448 2.838 5.539
C -1.532 5.219 5.230
H -1.386 7.284 5.900
H -2.616 6.321 6.737
H 0.417 6.046 7.004
H -0.717 6.468 8.291
H 0.130 3.893 7.908
H -1.545 4.228 8.442
H -2.397 5.215 4.564
H -0.609 5.309 4.649
C 1.963 -8.483 -3.655
C 0.954 -9.195 -2.754
C 0.827 -8.375 -1.471
S 1.198 -6.686 -1.919
O 2.419 -6.290 -1.250
O -0.016 -5.896 -1.849
C 1.572 -7.013 -3.630
H 1.952 -8.885 -4.672
H 2.974 -8.610 -3.250
H -0.017 -9.242 -3.260
H 1.261 -10.223 -2.536
H -0.184 -8.428 -1.059
H 1.553 -8.694 -0.718
H 2.369 -6.351 -3.972
H 0.661 -6.838 -4.211
C -3.332 -4.566 -5.135
C -2.325 -4.980 -4.064
C -2.532 -6.468 -3.790
S -3.179 -7.169 -5.300
O -4.532 -7.624 -5.055
O -2.172 -8.020 -5.901
C -3.256 -5.639 -6.211
H -3.110 -3.574 -5.540
H -4.340 -4.537 -4.704
H -1.307 -4.812 -4.437
H -2.441 -4.390 -3.150
H -1.594 -6.965 -3.532
H -3.269 -6.630 -2.998
H -4.120 -5.643 -6.876
H -2.333 -5.549 -6.792
*
```

Number 1: LUMO level 2.488 eV. Number 2: LUMO level 1.637 eV.